[1]
{
  "formula": "C17H34B2BrN3O14P3",
  "method": "wB97M-V/def2-TZVPD",
  "e_tot_ha": -5533.107622,
  "charge": -1,
  "elements": ["C", "C", "O", "B", "O", "P", "C", "O", "C", "C", "C", "C", "C", "C", "B", "N", "O", "O", "C", "C", "O", "N", "O", "N", "C", "C", "C", "O", "C", "C", "P", "O", "O", "O", "P", "O", "Br", "O", "H", "H", "H", "H", "H", "H", "H", "H", "H", "H", "H", "H", "H", "H", "H", "H", "H", "H", "H", "H", "H", "H", "H", "H", "H", "H", "H", "H", "H", "H", "C", "O", "H", "H", "H", "H"],
  "xyz": [[0.39, -1.79, 4.61], [1.58, -2.04, 3.47], [1.47, -1.10, 2.32], [0.62, -1.66, 1.24], [-0.39, -2.70, 1.63], [0.75, -1.20, -0.63], [1.06, -1.47, -2.52], [-0.10, -1.09, -3.32], [-0.89, -2.20, -3.83], [-1.71, -1.92, -5.26], [-2.69, -3.03, -5.95], [-2.91, -4.52, -5.24], [-2.07, -4.84, -3.86], [-1.08, -3.69, -3.19], [2.46, -2.13, -0.48], [2.64, -3.63, -0.63], [3.68, -1.33, -0.16], [-0.70, -0.26, -0.76], [-0.60, 1.24, -0.65], [-1.56, 1.47, 0.64], [-0.97, 1.25, 1.97], [-1.73, 1.73, 2.97], [-2.53, 0.86, 3.30], [-1.34, 1.69, -1.87], [-2.59, 0.94, -2.20], [-1.62, 3.17, -1.94], [-3.10, 3.83, -1.54], [-0.74, 4.11, -2.38], [1.01, 1.50, -0.61], [1.68, 2.36, 0.65], [1.19, 4.19, 0.73], [1.82, 5.13, -0.38], [1.83, 4.81, 2.27], [-0.52, 4.53, 0.77], [1.98, 2.28, -2.05], [3.54, 1.42, -2.07], [1.14, 1.91, -4.11], [1.77, 0.22, -0.44], [0.86, -1.25, 5.55], [-0.40, -1.05, 4.10], [-0.19, -2.78, 4.87], [1.68, -3.16, 3.15], [2.60, -1.77, 4.03], [-1.23, -2.58, 1.07], [-0.07, -2.40, -0.78], [1.95, -0.74, -2.82], [1.43, -2.56, -2.78], [-1.58, -0.85, -5.78], [-3.25, -2.76, -6.96], [-3.66, -5.26, -5.78], [-2.23, -5.90, -3.37], [-0.51, -3.98, -2.21], [2.94, -3.88, -1.60], [3.45, -3.96, -0.03], [4.11, -0.99, -1.00], [-2.42, 0.64, 0.56], [-2.13, 2.49, 0.69], [-3.12, 1.53, -3.10], [-2.43, -0.15, -2.67], [-3.41, 0.90, -1.36], [-3.66, 3.13, -0.75], [-3.81, 3.91, -2.47], [-2.89, 4.84, -0.99], [2.85, 2.34, 0.42], [1.57, 1.80, 1.69], [1.33, 4.31, 2.98], [-0.86, 4.42, 1.72], [4.06, 1.63, -1.24], [1.41, 1.08, 7.75], [1.32, 0.25, 6.61], [1.48, 0.45, 8.64], [2.29, 1.71, 7.68], [0.51, 1.70, 7.82], [1.25, 0.84, 5.84]]
}

[2]
{
  "formula": "C17H34B2NO6SSn",
  "method": "wB97M-V/def2-TZVPD",
  "e_tot_ha": -1836.030753,
  "charge": -3,
  "elements": ["Sn", "C", "C", "C", "C", "C", "C", "N", "O", "C", "C", "C", "H", "H", "H", "H", "H", "H", "H", "H", "H", "H", "H", "H", "H", "H", "H", "H", "H", "H", "B", "H", "H", "H", "H", "B", "H", "H", "H", "H", "C", "C", "C", "O", "C", "C", "C", "O", "O", "O", "H", "H", "C", "S", "O", "C", "H", "H", "H", "H", "H", "H"],
  "xyz": [[0.22, -0.03, -1.14], [-2.83, -1.83, 2.98], [-1.50, -1.22, 2.48], [-0.65, -0.70, 3.65], [0.04, -1.81, 4.44], [0.97, -2.62, 3.49], [0.18, -3.16, 2.26], [-0.63, -2.09, 1.64], [-1.19, -2.56, 0.41], [-0.54, -4.46, 2.67], [1.39, -3.62, 1.31], [-1.82, 0.06, 1.68], [-3.10, -1.41, 3.95], [-2.86, -2.92, 2.92], [-3.62, -1.59, 2.27], [-1.19, 0.03, 4.26], [0.25, -0.17, 3.31], [-0.66, -2.47, 4.95], [0.56, -1.21, 5.20], [1.45, -3.32, 4.18], [1.74, -1.95, 3.10], [0.15, -5.28, 2.85], [-1.02, -4.82, 1.76], [-1.15, -4.38, 3.57], [1.16, -4.40, 0.60], [2.15, -4.01, 1.99], [1.82, -2.80, 0.73], [-2.38, 0.77, 2.30], [-2.36, -0.26, 0.79], [-0.94, 0.58, 1.29], [-2.42, -1.53, -2.96], [-2.85, -2.46, -3.31], [-2.43, -0.81, -3.76], [-3.02, -1.10, -2.18], [-1.42, -1.72, -2.60], [1.00, -2.52, -3.02], [1.02, -1.46, -3.22], [0.21, -3.00, -3.58], [1.99, -2.86, -3.26], [0.86, -2.62, -1.95], [0.13, 3.01, -5.60], [0.44, 4.32, -5.65], [1.02, 4.98, -4.43], [1.20, 6.25, -4.28], [1.37, 4.26, -3.30], [1.22, 2.84, -3.27], [0.33, 2.17, -4.43], [-0.05, 1.04, -4.25], [1.66, 2.11, -2.37], [0.22, 4.92, -6.79], [-0.36, 2.55, -6.45], [1.82, 4.76, -2.46], [0.22, 4.53, 0.56], [1.17, 3.32, 1.52], [1.03, 1.92, 0.89], [2.80, 3.96, 0.86], [0.55, 5.57, 0.65], [-0.79, 4.60, 0.98], [0.17, 4.28, -0.50], [2.89, 4.97, 1.25], [2.73, 3.98, -0.22], [3.66, 3.41, 1.26]]
}

[3]
{
  "formula": "C17H34N2O16S",
  "method": "wB97M-V/def2-TZVPD",
  "e_tot_ha": -2379.309831,
  "elements": ["C", "N", "C", "C", "C", "C", "O", "H", "H", "H", "H", "H", "H", "H", "H", "H", "H", "H", "H", "H", "H", "N", "O", "O", "O", "O", "S", "O", "O", "C", "C", "C", "H", "H", "H", "H", "H", "H", "H", "H", "C", "C", "O", "C", "O", "O", "H", "H", "H", "H", "C", "C", "O", "C", "O", "O", "H", "H", "H", "H", "C", "C", "O", "C", "O", "O", "H", "H", "H", "H"],
  "xyz": [[3.10, 3.33, -4.10], [1.74, 2.73, -3.62], [0.68, 3.50, -4.19], [1.65, 1.34, -4.21], [1.71, 2.95, -2.14], [0.56, 2.27, -1.48], [0.73, 2.56, -0.06], [3.93, 2.70, -3.99], [3.37, 4.24, -4.03], [3.22, 3.54, -5.21], [0.66, 4.53, -3.71], [-0.21, 2.93, -4.18], [0.63, 3.72, -5.19], [2.49, 0.67, -4.03], [1.58, 1.42, -5.31], [0.81, 0.77, -3.83], [1.86, 3.99, -1.83], [2.47, 2.23, -1.97], [0.57, 1.25, -1.65], [-0.34, 2.42, -1.85], [0.73, 1.85, 0.37], [-0.81, 0.05, 1.38], [-1.58, -0.22, 2.37], [0.38, 0.42, 1.60], [-1.27, -0.01, 0.22], [4.36, 0.29, -1.59], [4.37, -1.05, -1.03], [4.54, -1.16, 0.42], [2.91, -1.74, -1.39], [1.91, -2.05, -0.35], [0.67, -2.57, -1.08], [5.47, -2.04, -1.89], [1.75, -1.10, 0.20], [2.42, -2.64, 0.38], [-0.05, -2.91, -0.31], [0.96, -3.46, -1.68], [0.25, -1.68, -1.66], [5.47, -3.10, -1.38], [6.59, -1.54, -1.91], [5.25, -2.02, -3.00], [-3.09, -3.35, 1.90], [-4.15, -2.48, 2.56], [-5.17, -2.46, 1.51], [-4.58, -2.78, 0.34], [-5.08, -2.66, -0.71], [-3.37, -3.31, 0.58], [-3.20, -4.28, 2.48], [-2.08, -2.87, 2.03], [-3.97, -1.44, 2.76], [-4.49, -2.97, 3.31], [0.08, -2.50, 4.85], [0.65, -1.07, 4.77], [1.72, -1.24, 5.68], [1.73, -2.41, 6.27], [2.44, -2.81, 7.17], [0.76, -3.16, 5.75], [-0.15, -3.10, 3.86], [-0.91, -2.40, 5.24], [-0.02, -0.46, 5.29], [0.90, -0.56, 3.88], [-3.54, 2.52, 0.38], [-4.21, 1.21, 0.62], [-5.28, 1.61, 1.50], [-5.55, 2.93, 1.32], [-6.45, 3.48, 1.87], [-4.59, 3.55, 0.62], [-3.00, 2.51, -0.58], [-2.79, 2.74, 1.06], [-3.48, 0.51, 0.88], [-4.68, 0.85, -0.29]]
}

[4]
{
  "formula": "C17H34N2O3",
  "method": "wB97M-V/def2-TZVPD",
  "e_tot_ha": -1003.315527,
  "smiles": "[H]/N=C\\C[N@@H+]1C[C@H](C(=O)[O-])C[C@H]1CCCOC.CCCCCC",
  "elements": ["H", "N", "C", "C", "N", "C", "C", "C", "O", "O", "C", "C", "C", "C", "C", "O", "C", "H", "H", "H", "H", "H", "H", "H", "H", "H", "H", "H", "H", "H", "H", "H", "H", "H", "H", "H", "C", "C", "C", "C", "C", "C", "H", "H", "H", "H", "H", "H", "H", "H", "H", "H", "H", "H", "H", "H"],
  "xyz": [[2.48, -1.39, 1.97], [3.24, -0.88, 2.44], [3.73, 0.00, 1.70], [3.27, 0.34, 0.30], [2.28, 1.47, 0.33], [0.96, 1.03, 0.87], [0.13, 0.67, -0.37], [0.16, -0.90, -0.60], [0.80, -1.58, 0.24], [-0.42, -1.27, -1.64], [0.81, 1.35, -1.57], [2.06, 2.06, -1.05], [1.91, 3.57, -0.93], [3.14, 4.31, -0.41], [2.93, 5.82, -0.21], [3.06, 6.22, 1.13], [1.97, 5.88, 1.96], [4.57, 0.59, 2.08], [2.76, -0.51, -0.15], [4.11, 0.65, -0.32], [2.67, 2.21, 0.92], [0.55, 1.78, 1.54], [1.11, 0.09, 1.40], [-0.88, 1.06, -0.24], [1.04, 0.62, -2.34], [0.13, 2.07, -2.03], [2.92, 1.82, -1.66], [1.05, 3.78, -0.28], [1.66, 3.94, -1.92], [3.97, 4.14, -1.10], [3.47, 3.93, 0.57], [1.94, 6.10, -0.60], [3.67, 6.38, -0.77], [1.05, 5.72, 1.37], [1.79, 6.70, 2.65], [2.18, 4.98, 2.54], [-4.65, -6.27, -0.84], [-4.99, -4.94, -0.17], [-4.50, -3.72, -0.96], [-2.98, -3.65, -1.16], [-2.16, -3.66, 0.12], [-2.45, -2.48, 1.04], [-3.58, -6.40, -0.94], [-5.04, -7.11, -0.27], [-5.09, -6.32, -1.84], [-4.56, -4.92, 0.84], [-6.07, -4.86, -0.04], [-4.84, -2.81, -0.45], [-4.98, -3.72, -1.94], [-2.74, -2.73, -1.71], [-2.66, -4.47, -1.80], [-1.10, -3.63, -0.15], [-2.32, -4.60, 0.67], [-2.26, -1.55, 0.51], [-1.80, -2.50, 1.92], [-3.48, -2.46, 1.40]]
}